Density functional theory data (the ωB97M-V functional and the def2-TZVPD basis) for one molecule with the formula C5H10N2O.

Positions of all 18 atoms, in Å:
C 2.530 0.799 0.957
C 1.808 -0.083 0.260
C 0.253 -0.491 0.608
N 0.162 -1.899 0.825
N -0.434 0.120 -0.500
O -0.212 -0.569 -1.706
C -1.895 0.402 -0.215
C -2.644 1.263 -0.908
H 2.101 1.361 1.782
H 3.572 0.996 0.715
H 2.251 -0.597 -0.590
H 0.014 0.039 1.534
H 0.893 -2.218 1.449
H 0.211 -2.362 -0.077
H -0.375 0.118 -2.375
H -2.338 -0.169 0.600
H -2.217 1.841 -1.721
H -3.679 1.451 -0.640

Summary:
- relative energy (zero: lowest compared OMol25 entry of this formula, charge and spin) (kJ/mol) = 412.0
- HOMO level (eV) = -8.47
- E_tot (Eh) = -381.12853
- structure (SMILES) = C=C[C@H](N)N(O)C=C

Atomic partial charges in e from the Löwdin method, atoms 1 to 4: number 1, C, carries -0.02; number 2, C, carries -0.11; number 3, C, carries -0.40; number 4, N, carries 0.06

---

Density functional theory data (the ωB97M-V functional and the def2-TZVPD basis) for a 2-piece molecular cluster, C6H9FSi overall.

Positions of all 17 atoms, in Å:
C -1.133 0.759 1.330
C -0.396 -0.384 1.511
Si -0.615 -1.962 0.559
F 0.009 -3.326 1.369
C -0.863 -2.130 -1.150
C -1.394 -0.984 -2.026
H -1.104 1.644 1.896
H -1.901 0.747 0.597
H 0.588 -0.359 2.077
H -0.538 -2.972 -1.723
H -1.803 -0.203 -1.419
H -0.657 -0.514 -2.564
H -1.963 -1.449 -2.864
C 3.495 0.606 0.412
C 2.801 1.557 0.145
H 4.176 -0.193 0.254
H 2.177 2.393 0.143

Summary:
- relative energy (zero: lowest compared OMol25 entry of this formula, charge and spin) (kJ/mol) = 414.6
- HOMO level (eV) = -7.80
- E_tot (Eh) = -623.23542
- structure (SMILES) = C=C/[Si](F)=C\C.C#C

Atomic partial charges in e from the Löwdin method, atoms 1 to 4: number 1, C, carries -0.04; number 2, C, carries -0.25; number 3, Si, carries 0.72; number 4, F, carries -0.25

---

Density functional theory data (the ωB97M-V functional and the def2-TZVPD basis) for C38H35O2PPdSi as an isolated structure.

Positions of all 78 atoms, in Å:
Pd -1.087 0.811 0.220
C -5.785 2.545 2.136
C -5.988 1.307 2.784
C -4.971 0.322 2.691
C -3.788 0.607 1.994
C -3.588 1.877 1.447
C -4.627 2.800 1.400
P -2.450 -0.604 1.712
C -1.932 -1.302 3.251
C -1.908 -2.677 3.517
C -1.219 -3.117 4.654
C -0.613 -2.176 5.529
C -0.684 -0.822 5.273
C -1.330 -0.369 4.105
C -3.155 -1.786 0.550
C -3.871 -2.885 0.886
C -4.031 -3.974 -0.064
C -3.769 -3.736 -1.389
C -3.121 -2.521 -1.757
C -2.739 -2.290 -3.101
C -2.028 -1.151 -3.473
C -1.603 -0.294 -2.427
C -1.970 -0.455 -1.146
C -2.744 -1.577 -0.829
H -6.611 3.245 2.139
H -6.865 1.203 3.421
H -5.106 -0.640 3.176
H -2.650 2.086 0.870
H -4.594 3.735 0.810
H -2.430 -3.470 2.940
H -1.050 -4.164 4.829
H -0.066 -2.483 6.445
H -0.344 -0.104 6.064
H -1.356 0.698 3.927
H -4.208 -2.966 1.897
H -4.332 -4.935 0.239
H -4.152 -4.427 -2.157
H -3.057 -3.064 -3.828
H -1.653 -1.047 -4.479
H -0.962 0.946 -2.120
O -0.613 1.630 -1.347
C 5.393 1.675 -0.844
C 4.086 2.454 -0.426
C 4.031 2.578 1.131
C 3.975 3.854 -1.053
Si 2.218 1.475 -0.702
O 1.053 1.878 0.216
C 2.301 1.514 -2.661
C 2.836 0.516 -3.458
C 3.103 0.731 -4.833
C 2.534 1.823 -5.448
C 1.953 2.829 -4.654
C 1.743 2.634 -3.327
C 2.557 -0.419 -0.367
C 3.596 -0.855 0.461
C 3.789 -2.225 0.712
C 2.836 -3.123 0.319
C 1.835 -2.730 -0.588
C 1.678 -1.379 -0.848
H 6.214 1.719 -0.036
H 5.776 2.117 -1.752
H 5.305 0.592 -1.007
H 5.043 2.849 1.445
H 3.759 1.612 1.607
H 3.278 3.236 1.530
H 4.751 4.397 -0.529
H 3.024 4.328 -0.874
H 4.265 3.915 -2.135
H 3.122 -0.420 -2.997
H 3.751 0.040 -5.405
H 2.596 1.915 -6.532
H 1.551 3.755 -5.080
H 1.076 3.291 -2.794
H 4.312 -0.141 0.865
H 4.715 -2.555 1.193
H 2.875 -4.134 0.706
H 1.243 -3.462 -1.100
H 0.877 -1.059 -1.523

Summary:
- relative energy (zero: lowest compared OMol25 entry of this formula, charge and spin) (kJ/mol) = 79.3
- HOMO level (alpha / beta) (eV) = 1.51 / -1.75
- E_tot (Eh) = -2378.05035
- total charge = -2
- expectation value of S² = 2.034
- multiplicity = 3

Atomic partial charges in e from the Löwdin method, atoms 1 to 4: number 1, Pd, carries 0.71; number 2, C, carries -0.13; number 3, C, carries -0.10; number 4, C, carries -0.09

---

Density functional theory data (the ωB97M-V functional and the def2-TZVPD basis) for a 16-piece molecular cluster, C68H140F10N18O24S10 overall.

Positions of all 270 atoms, in Å:
C 7.764 5.605 -6.577
C 7.969 4.154 -7.206
N 9.137 4.064 -8.114
C 9.754 5.075 -8.856
C 10.940 4.534 -9.462
N 11.025 3.220 -9.021
C 9.954 2.917 -8.181
C 12.127 2.359 -9.435
H 6.962 5.338 -5.888
H 7.259 6.403 -7.121
H 8.685 5.852 -6.050
H 7.116 3.793 -7.781
H 8.028 3.410 -6.412
H 9.359 6.079 -8.879
H 11.742 4.910 -10.080
H 9.716 2.045 -7.589
H 12.989 2.958 -9.729
H 11.776 1.712 -10.239
H 12.354 1.693 -8.603
C 10.987 -3.012 4.177
C 11.119 -3.489 5.628
N 10.951 -2.397 6.633
C 10.160 -2.651 7.762
C 10.286 -1.596 8.582
N 11.059 -0.598 7.930
C 11.474 -1.119 6.734
C 11.498 0.706 8.463
H 11.077 -3.869 3.510
H 11.700 -2.216 3.962
H 10.010 -2.575 3.969
H 12.187 -3.699 5.675
H 10.517 -4.373 5.841
H 9.743 -3.628 7.958
H 9.830 -1.305 9.517
H 12.223 -0.739 6.055
H 11.316 0.712 9.537
H 11.064 1.428 7.772
H 12.578 0.853 8.439
C 1.063 -3.022 -12.611
C 1.012 -2.173 -13.818
N -0.374 -2.096 -14.251
C -1.311 -1.342 -13.652
C -2.549 -1.520 -14.283
N -2.355 -2.235 -15.405
C -0.996 -2.615 -15.400
C -3.302 -2.704 -16.350
H 0.546 -2.496 -11.809
H 2.042 -3.136 -12.146
H 0.503 -3.952 -12.710
H 1.561 -2.462 -14.715
H 1.378 -1.152 -13.705
H -0.984 -0.770 -12.796
H -3.518 -1.126 -14.014
H -0.554 -3.139 -16.235
H -3.361 -3.751 -16.051
H -2.961 -2.711 -17.385
H -4.203 -2.108 -16.204
C 8.856 4.362 2.161
C 10.340 4.602 1.883
N 10.626 5.761 1.096
C 10.214 6.993 1.367
C 10.673 7.906 0.307
N 11.425 7.175 -0.510
C 11.373 5.893 -0.105
C 12.139 7.778 -1.601
H 8.496 3.372 2.441
H 8.271 4.557 1.262
H 8.495 4.849 3.068
H 10.841 3.715 1.497
H 10.891 4.822 2.797
H 9.598 7.153 2.239
H 10.482 8.962 0.186
H 11.797 5.084 -0.682
H 13.167 7.558 -1.315
H 11.943 8.823 -1.840
H 11.760 7.343 -2.526
C -0.873 11.288 7.205
C -0.871 9.720 7.357
C -2.175 9.073 6.852
N -1.973 7.537 6.518
C -3.381 6.902 6.441
C -1.254 6.716 7.673
C -0.592 5.480 7.030
C -0.467 5.848 5.502
C -1.248 7.193 5.211
H -1.228 11.709 6.265
H 0.160 11.636 7.238
H -1.278 11.782 8.088
H -0.637 9.593 8.414
H -0.090 9.225 6.781
H -2.623 9.492 5.951
H -2.919 9.056 7.650
H -3.785 7.544 5.659
H -4.007 7.173 7.291
H -3.335 5.872 6.086
H -1.982 6.568 8.471
H -0.549 7.430 8.098
H -1.082 4.522 7.206
H 0.435 5.370 7.377
H -0.935 5.081 4.885
H 0.570 5.914 5.173
H -1.997 7.156 4.420
H -0.599 8.041 4.993
C 2.257 -5.771 11.657
C 3.039 -5.503 12.970
C 2.331 -6.299 14.224
N 3.020 -6.157 15.585
C 4.338 -6.957 15.643
C 3.222 -4.742 16.013
C 3.332 -4.679 17.502
C 2.349 -5.692 18.018
C 2.073 -6.562 16.701
H 2.898 -5.619 10.788
H 1.416 -5.082 11.585
H 1.906 -6.801 11.714
H 3.138 -4.424 13.093
H 4.011 -5.900 12.675
H 2.515 -7.366 14.096
H 1.278 -6.029 14.304
H 4.175 -7.966 15.266
H 4.716 -6.870 16.662
H 4.913 -6.528 14.823
H 4.029 -4.259 15.462
H 2.304 -4.294 15.633
H 4.347 -4.979 17.765
H 3.151 -3.700 17.946
H 2.785 -6.395 18.728
H 1.454 -5.186 18.378
H 2.138 -7.647 16.782
H 1.078 -6.271 16.365
C -11.631 10.076 -1.390
C -10.640 8.936 -0.985
C -11.323 7.482 -1.024
N -10.322 6.323 -0.852
C -9.624 6.459 0.514
C -9.351 6.282 -1.957
C -8.632 4.864 -1.866
C -9.840 3.981 -1.607
C -10.904 4.925 -1.035
H -11.284 11.108 -1.440
H -12.458 10.120 -0.682
H -12.057 9.859 -2.369
H -10.136 9.201 -0.055
H -9.813 8.931 -1.695
H -11.885 7.404 -1.955
H -11.865 7.346 -0.088
H -9.139 5.518 0.771
H -10.476 6.505 1.194
H -8.955 7.318 0.478
H -8.722 7.162 -1.825
H -9.867 6.444 -2.903
H -8.100 4.861 -0.915
H -7.968 4.420 -2.608
H -9.631 3.103 -0.995
H -10.149 3.445 -2.505
H -11.254 4.653 -0.039
H -11.800 4.880 -1.655
C 2.118 -1.848 1.223
C 0.871 -2.524 0.507
C 0.984 -2.550 -1.063
N -0.084 -1.681 -1.792
C -1.506 -2.330 -1.760
C 0.420 -1.481 -3.245
C 1.311 -0.328 -3.061
C 1.132 0.445 -1.766
C -0.176 -0.224 -1.232
H 1.866 -1.713 2.275
H 2.472 -0.908 0.800
H 3.046 -2.418 1.207
H -0.042 -2.033 0.843
H 0.631 -3.546 0.799
H 0.865 -3.561 -1.452
H 1.986 -2.183 -1.281
H -1.606 -3.291 -2.265
H -2.111 -1.582 -2.272
H -1.698 -2.343 -0.687
H -0.493 -1.129 -3.725
H 0.679 -2.418 -3.739
H 1.367 0.378 -3.890
H 2.362 -0.617 -3.071
H 0.955 1.520 -1.759
H 1.916 0.094 -1.095
H -1.128 0.185 -1.570
H -0.182 -0.293 -0.144
C -11.903 -12.163 -2.243
C -11.305 -10.886 -1.899
C -11.948 -10.194 -0.696
N -11.709 -8.683 -0.603
C -12.450 -7.890 -1.756
C -12.033 -8.094 0.778
C -11.248 -6.800 0.999
C -10.147 -6.728 -0.006
C -10.199 -8.124 -0.719
H -12.410 -12.610 -1.388
H -11.018 -12.776 -2.417
H -12.482 -12.268 -3.160
H -11.399 -10.244 -2.775
H -10.289 -11.127 -1.586
H -11.507 -10.601 0.213
H -13.025 -10.364 -0.719
H -12.505 -6.849 -1.438
H -13.443 -8.323 -1.880
H -11.938 -7.983 -2.714
H -13.120 -8.003 0.795
H -11.753 -8.870 1.490
H -11.850 -5.903 0.853
H -10.939 -6.523 2.007
H -10.407 -6.026 -0.798
H -9.166 -6.531 0.427
H -9.770 -8.005 -1.713
H -9.658 -9.001 -0.361
N 5.578 -9.905 -6.609
S 5.890 -9.331 -5.053
O 5.076 -8.168 -4.692
O 7.273 -9.509 -4.514
F 5.160 -10.549 -4.330
S 6.599 -9.097 -7.235
O 7.989 -9.509 -7.118
O 6.465 -7.673 -7.297
F 6.333 -9.458 -8.759
N -3.395 10.128 -0.593
S -3.626 11.750 -0.861
O -4.306 12.248 -2.041
O -2.668 12.575 -0.094
F -4.897 11.671 -0.005
S -2.592 9.817 -1.763
O -1.372 10.635 -1.995
O -3.296 9.279 -2.947
F -1.995 8.367 -1.193
N -4.239 -10.581 1.566
S -2.959 -10.364 0.505
O -1.673 -10.925 0.987
O -2.903 -9.288 -0.490
F -3.488 -11.617 -0.448
S -3.990 -9.350 2.433
O -3.770 -8.037 1.958
O -3.172 -9.736 3.587
F -5.436 -9.069 3.037
N 0.388 4.966 -10.279
S -0.036 5.952 -9.157
O -0.804 7.176 -9.530
O 0.831 6.072 -7.998
F -1.282 5.124 -8.591
S 1.378 5.962 -11.123
O 2.146 7.020 -10.577
O 0.925 6.156 -12.519
F 2.489 4.782 -11.310
N -7.807 -2.875 -9.700
S -7.972 -2.134 -8.415
O -6.796 -1.826 -7.552
O -9.209 -2.464 -7.719
F -8.259 -0.644 -9.032
S -7.030 -4.244 -9.081
O -7.834 -5.228 -8.442
O -5.641 -3.979 -8.704
F -6.852 -5.006 -10.492
C 7.923 -2.613 -4.024
C 8.378 -1.440 -3.146
O 9.553 -1.037 -3.295
O 7.592 -1.099 -2.247
H 7.081 -3.220 -3.694
H 8.681 -3.374 -4.212
H 7.612 -2.116 -4.943
C -5.072 -1.198 5.088
C -5.767 -0.440 4.072
O -5.135 0.087 3.152
O -6.962 -0.202 4.200
H -5.594 -1.595 5.958
H -4.333 -0.473 5.428
H -4.645 -2.039 4.542

Summary:
- HOMO level (eV) = -6.96
- E_tot (Eh) = -10445.23746
- total charge = +2

Atomic partial charges in e from the Löwdin method, atoms 1 to 4: number 1, C, carries -0.05; number 2, C, carries -0.14; number 3, N, carries -0.06; number 4, C, carries 0.02

---

Which of these has the lowest E_tot? C68H140F10N18O24S10

---

Copy entry 1 word for word.
Density functional theory data (the ωB97M-V functional and the def2-TZVPD basis) for one molecule with the formula C5H10N2O.

Positions of all 18 atoms, in Å:
C 2.530 0.799 0.957
C 1.808 -0.083 0.260
C 0.253 -0.491 0.608
N 0.162 -1.899 0.825
N -0.434 0.120 -0.500
O -0.212 -0.569 -1.706
C -1.895 0.402 -0.215
C -2.644 1.263 -0.908
H 2.101 1.361 1.782
H 3.572 0.996 0.715
H 2.251 -0.597 -0.590
H 0.014 0.039 1.534
H 0.893 -2.218 1.449
H 0.211 -2.362 -0.077
H -0.375 0.118 -2.375
H -2.338 -0.169 0.600
H -2.217 1.841 -1.721
H -3.679 1.451 -0.640

Summary:
- relative energy (zero: lowest compared OMol25 entry of this formula, charge and spin) (kJ/mol) = 412.0
- HOMO level (eV) = -8.47
- E_tot (Eh) = -381.12853
- structure (SMILES) = C=C[C@H](N)N(O)C=C

Atomic partial charges in e from the Löwdin method, atoms 1 to 4: number 1, C, carries -0.02; number 2, C, carries -0.11; number 3, C, carries -0.40; number 4, N, carries 0.06

---

Which of these has the lowest E_tot? C68H140F10N18O24S10